The following is a quantum chemistry calculation of a molecular structure, C34H39N5O3P2PtS in a non-equilibrium geometry, from the Open Molecules 2025 dataset.

XYZ file:
```
85
Properties=species:S:1:pos:R:3:forces:R:3
Pt 2.783 -0.474 -3.462 -0.18 1.88 2.70
C 4.836 0.127 -3.587 -0.51 1.76 -0.22
C 3.929 1.235 -3.723 2.29 0.16 -0.26
C 3.710 1.852 -5.083 -0.11 0.01 -0.34
C 3.115 0.850 -6.132 -0.15 1.09 -0.09
C 2.393 -0.306 -5.508 0.07 -1.96 -0.66
C 2.969 -1.587 -5.136 -0.98 1.14 -1.80
C 4.433 -1.851 -5.230 0.57 -0.06 0.03
C 5.372 -0.665 -4.757 0.49 -0.54 -0.35
C 1.608 -1.110 -2.039 -1.67 -1.72 1.40
H 5.344 0.057 -2.611 -0.48 -0.42 -0.63
H 3.733 1.883 -2.821 0.54 -0.74 -1.17
H 4.667 2.203 -5.493 -0.18 0.23 0.25
H 3.041 2.725 -4.968 0.29 -0.32 -0.21
H 2.321 1.434 -6.623 0.47 -0.29 -0.42
H 3.880 0.551 -6.882 -0.54 0.13 0.48
H 1.315 -0.342 -5.733 0.52 0.05 0.32
H 2.246 -2.413 -5.170 0.61 0.05 0.08
H 4.615 -2.128 -6.275 0.52 -0.07 0.11
H 4.657 -2.713 -4.587 0.01 0.04 -0.31
H 6.300 -1.138 -4.402 -0.15 0.15 -0.35
H 5.647 -0.027 -5.611 -0.13 -0.10 0.25
H 2.390 -1.749 -1.590 -0.14 -0.43 0.20
H 0.786 -1.707 -2.423 -0.06 -0.31 0.98
H 1.253 -0.427 -1.262 0.07 -0.47 -0.28
P -0.505 0.470 -2.859 -0.97 -2.98 -0.37
P 2.169 1.885 -0.398 0.99 -3.64 2.70
N -0.811 -0.499 -4.580 -0.36 0.22 0.42
N -2.094 1.005 -2.740 -1.93 1.18 -0.08
N 3.917 1.157 -0.437 -0.81 1.94 -0.46
N 2.205 3.202 0.641 0.43 1.11 -0.27
C 0.432 2.020 -3.066 0.38 0.83 -1.05
C 1.297 2.622 -1.891 -0.21 0.01 -0.40
C -0.469 -1.850 -4.720 -0.23 0.12 -0.32
C -1.143 -2.429 -5.790 0.27 0.85 0.72
C -1.985 -1.415 -6.343 0.59 0.96 1.20
C -1.785 -0.262 -5.560 0.45 -0.97 -0.56
C -3.047 0.436 -1.867 -0.41 0.91 -0.87
C -4.298 0.959 -2.175 1.42 -0.20 -0.32
C -4.123 1.875 -3.274 1.17 -0.28 -0.05
C -2.775 1.886 -3.599 -0.76 -0.21 1.03
C 4.490 -0.119 -0.311 0.70 -0.63 -0.06
C 5.876 -0.030 -0.191 -1.76 1.01 -0.24
C 6.208 1.357 -0.330 -1.68 0.38 0.03
C 5.001 2.050 -0.472 0.94 -0.57 0.06
C 3.145 3.426 1.667 -0.44 0.43 0.40
C 2.537 4.145 2.665 0.06 -0.52 -0.81
C 1.164 4.363 2.285 0.54 -0.58 -0.71
C 0.973 3.779 1.057 0.30 0.58 0.61
H -0.306 2.810 -3.283 0.36 -0.08 0.07
H 1.052 1.931 -3.970 -0.05 -0.08 0.34
H 2.083 3.252 -2.358 -0.15 -0.39 0.32
H 0.624 3.345 -1.413 0.38 -0.33 0.37
H 0.227 -2.326 -4.050 -0.04 0.11 -0.05
H -1.051 -3.467 -6.098 -0.02 0.34 0.07
H -2.652 -1.518 -7.192 0.10 0.16 0.23
H -2.257 0.699 -5.647 0.00 -0.04 -0.06
H -2.707 -0.214 -1.078 -0.06 -0.06 -0.07
H -5.233 0.711 -1.698 0.14 0.03 0.07
H -4.894 2.436 -3.786 0.11 -0.05 0.14
H -2.205 2.451 -4.327 -0.31 -0.08 0.02
H 3.941 -1.044 -0.383 -0.26 0.41 0.23
H 6.540 -0.862 0.008 -0.17 0.12 -0.23
H 7.194 1.796 -0.323 -0.11 0.07 0.05
H 4.798 3.104 -0.558 0.21 0.10 -0.06
H 4.161 3.080 1.554 -0.26 -0.06 0.21
H 3.029 4.464 3.571 -0.08 0.03 -0.08
H 0.414 4.874 2.866 -0.02 -0.01 -0.11
H 0.074 3.715 0.458 0.20 -0.18 0.20
O -0.689 1.390 0.302 0.52 0.41 -0.71
C 0.154 0.836 1.044 -1.77 -1.00 2.07
N 1.516 0.738 0.692 2.12 -0.17 -1.60
S 2.460 -0.346 1.884 -1.54 0.22 -0.11
O 2.647 -1.653 1.310 0.31 0.68 0.03
O 3.565 0.392 2.430 -0.20 -0.33 -0.47
C 1.071 -0.347 2.906 0.65 -0.61 0.94
C 1.105 -0.868 4.194 -0.31 0.47 -0.21
C -0.013 -0.649 4.997 0.65 -0.64 0.44
C -1.158 -0.007 4.498 -0.22 0.62 -1.25
C -1.203 0.417 3.163 -0.57 -0.38 1.31
C -0.068 0.229 2.353 0.27 1.66 -2.25
H 1.996 -1.389 4.524 -0.10 0.10 0.30
H 0.018 -0.985 6.031 -0.08 0.01 -0.18
H -1.997 0.197 5.170 0.27 -0.15 -0.34
H -2.078 0.923 2.758 0.24 -0.13 0.08
```
Forces are in eV/Å.

Calculated values
- HOMO level (spin up / spin down) (eV) = -4.79 / -7.44
- expectation value of S² = 2.0223
- multiplicity = 3
- LUMO level (spin up / spin down) (eV) = -0.405 / -0.728
- charge = 0
- Kohn-Sham gap (spin up / spin down) (eV) = 4.4 / 6.7

Results of the Mulliken charge analysis, in e, for atoms 1 through 5: Pt 0.88; C -0.27; C 0.54; C -1.37; C -0.87

The following is a quantum chemistry calculation of 4 unconnected molecules or ions with the total composition C16H42N2O8 in a non-equilibrium geometry, from the Open Molecules 2025 dataset.

XYZ file:
```
68
Properties=species:S:1:pos:R:3:forces:R:3
C 28.157 11.600 13.263 0.60 -0.34 -0.15
O 26.842 12.055 13.637 0.85 -1.67 -0.28
C 26.099 10.992 14.241 -0.77 -0.42 -0.34
C 24.631 11.022 13.807 -0.75 1.67 -1.23
N 24.266 10.905 12.347 1.34 -2.22 0.43
C 25.083 9.808 11.693 0.23 2.68 -0.73
C 24.704 8.407 11.939 -0.40 -1.61 -0.98
O 24.680 7.735 10.608 -0.40 -0.30 1.31
C 23.784 6.593 10.481 0.99 1.24 1.11
H 28.204 10.548 12.984 -0.62 -0.20 -0.05
H 28.928 11.679 14.030 -0.32 0.38 0.66
H 28.605 12.099 12.404 -0.73 0.61 -0.06
H 26.219 10.969 15.325 -0.34 0.68 0.36
H 26.375 9.960 14.026 1.09 0.06 -0.83
H 24.221 12.005 14.041 -0.18 -0.06 0.55
H 24.051 10.255 14.320 0.16 -0.03 0.27
H 24.435 11.746 11.814 0.21 0.22 0.40
H 26.141 9.983 11.884 0.15 -0.26 0.43
H 25.084 9.928 10.609 -0.63 0.25 -0.10
H 23.731 8.289 12.417 -0.19 0.16 -0.02
H 25.478 7.983 12.578 -0.08 -0.68 -0.06
H 23.992 6.194 9.489 -0.50 -0.01 0.17
H 22.763 6.898 10.711 -0.29 0.19 -0.77
H 23.961 5.855 11.263 0.57 -0.37 -0.06
C 24.159 7.157 22.073 0.44 -1.61 -1.02
O 24.205 6.548 20.718 -0.05 -0.87 -0.17
C 24.289 5.099 20.783 0.40 -0.01 1.39
C 24.982 4.344 19.612 -1.25 1.29 0.18
N 24.175 4.425 18.390 2.16 1.75 0.97
C 24.636 3.900 17.174 -1.63 -0.22 0.25
C 25.359 4.974 16.226 0.03 -1.72 -1.98
O 25.540 4.345 14.886 -0.89 0.81 2.18
C 26.293 3.143 14.848 1.81 -0.18 0.76
H 23.633 6.431 22.693 -0.31 0.59 0.32
H 23.715 8.152 22.036 -0.25 -0.33 -0.19
H 25.186 7.215 22.433 0.10 0.10 0.14
H 23.322 4.673 21.050 -0.32 0.00 -0.46
H 24.902 4.826 21.643 0.30 0.05 0.16
H 25.330 3.334 19.830 -0.33 0.05 0.13
H 25.837 4.975 19.372 0.55 -0.02 -0.18
H 23.912 5.399 18.339 -1.22 0.41 -0.22
H 23.692 3.800 16.639 -0.08 -0.74 -0.65
H 25.047 2.942 17.494 0.66 0.02 -1.17
H 26.214 5.380 16.767 0.73 -0.39 -0.47
H 24.698 5.810 16.001 -0.21 -0.18 0.21
H 25.921 2.232 15.316 -0.91 0.34 0.49
H 27.230 3.387 15.347 0.38 -0.36 -0.02
H 26.555 2.763 13.861 -0.42 0.98 -0.41
C 28.220 7.309 14.431 -0.97 0.52 1.77
C 28.878 7.685 13.126 0.70 -0.59 0.41
O 27.953 8.092 12.143 0.39 -0.16 0.10
O 29.146 6.946 15.414 1.73 -0.75 0.76
H 27.495 6.497 14.486 -0.21 -0.21 -1.32
H 27.721 8.110 14.976 -0.71 0.78 -1.18
H 29.533 6.868 12.822 -0.46 -0.65 -0.36
H 29.685 8.394 13.315 -0.52 0.93 0.14
H 27.919 7.373 11.508 -0.30 0.15 -0.27
H 29.166 7.658 16.058 0.24 0.02 0.13
C 28.062 7.756 18.916 -0.17 2.91 0.22
C 26.684 7.529 19.451 -0.94 -1.74 -0.18
O 26.032 8.632 19.973 0.43 1.60 -0.51
O 28.078 8.780 17.803 -0.09 -2.35 1.12
H 28.509 6.806 18.625 0.20 0.40 -0.24
H 28.535 8.271 19.752 0.97 -0.42 -0.09
H 26.649 6.761 20.223 0.76 -0.34 0.08
H 26.156 7.071 18.614 -0.86 0.09 -0.45
H 25.407 8.427 20.672 0.21 -0.33 -0.36
H 27.389 9.400 18.055 -0.09 0.35 -0.02
```
Forces are in eV/Å.

Calculated values
- HOMO level (spin up / spin down) (eV) = -10.30 / -10.30
- expectation value of S² = 0.7551
- multiplicity = 2
- LUMO level (spin up / spin down) (eV) = -2.805 / -7.783
- charge = +1
- Kohn-Sham gap (spin up / spin down) (eV) = 7.5 / 2.5

Results of the natural (NBO) charge analysis, in e, for atoms 1 through 5: C -0.27; O -0.53; C -0.10; C -0.24; N -0.61

The following is a quantum chemistry calculation of a molecular structure, C4H7FO in a non-equilibrium geometry, from the Open Molecules 2025 dataset.

XYZ file:
```
13
Properties=species:S:1:pos:R:3:forces:R:3
C 0.346 0.873 1.490 4.92 -0.29 0.36
C 0.226 1.304 -0.143 -0.30 -0.88 3.49
C -0.571 -0.826 -0.661 0.97 -0.69 -2.09
C -0.188 -2.032 -1.202 2.75 6.44 -2.18
H 0.003 -0.219 1.742 0.26 2.34 -0.84
H -0.046 1.649 2.203 -0.05 -0.86 -1.01
H 1.625 0.820 1.879 -3.77 0.11 -1.33
H -0.734 1.669 -0.049 -2.92 0.42 -0.44
H 0.645 2.146 -0.652 1.72 0.38 0.58
H -1.683 -0.623 -0.224 3.22 -0.55 -0.65
H -0.730 -2.818 -1.080 -2.98 -5.10 0.40
O 0.325 0.226 -0.990 -1.78 -1.83 0.26
F 0.782 -2.170 -2.313 -2.03 0.51 3.46
```
Forces are in eV/Å.

Calculated values
- HOMO level (eV) = -9.14
- LUMO level (eV) = 0.810
- charge = 0
- Kohn-Sham gap (eV) = 9.9

Results of the natural (NBO) charge analysis, in e, for atoms 1 through 5: C -0.68; C -0.06; C 0.02; C 0.18; H 0.24

The following is a quantum chemistry calculation of 2 unconnected molecules or ions with the total composition C4H8O2 in a non-equilibrium geometry, from the Open Molecules 2025 dataset.

XYZ file:
```
14
Properties=species:S:1:pos:R:3:forces:R:3
C -0.418 0.460 -2.860 1.41 -2.11 1.41
C -0.472 -0.223 -1.650 -0.91 2.44 -2.07
O -1.698 -0.582 -0.999 2.14 -0.33 -2.24
H 0.634 0.710 -3.279 -2.10 -0.47 0.77
H -1.278 0.464 -3.545 0.34 0.53 0.44
H 0.465 -0.375 -1.141 -0.19 -0.19 0.73
H -2.120 -0.960 -1.797 -0.67 0.13 0.94
C -0.158 -0.298 2.225 -2.65 1.04 0.63
C 1.048 0.082 2.564 -0.52 0.25 0.51
O 2.129 0.097 1.774 1.57 0.29 -1.42
H -1.059 -0.200 2.918 1.69 -0.28 -0.63
H -0.480 -0.340 1.204 0.19 -0.72 -0.56
H 1.280 0.426 3.543 0.12 -0.14 1.00
H 2.127 0.738 1.041 -0.43 -0.43 0.50
```
Forces are in eV/Å.

Calculated values
- HOMO level (eV) = -9.48
- structure (SMILES) = C=CO.C=CO
- LUMO level (eV) = 0.768
- charge = 0
- Kohn-Sham gap (eV) = 10.3

Results of the natural (NBO) charge analysis, in e, for atoms 1 through 5: C -0.50; C 0.12; O -0.69; H 0.22; H 0.20

Energy relative to the best compared isomer or geometry (same formula, charge and spin), record by record: 120.8 45.5 101.4 81.3 kcal/mol
M, record by record: 854.81 390.52 90.10 88.11 g/mol
Total energy, record by record: -82133.383 -36617.883 -9021.876 -8369.757 eV